Entry 1:
10
Properties=species:S:1:pos:R:3:forces:R:3:nbo_charge:R:1 method="wB97M-V/def2-TZVPD" lumo_energy_ev=0.16 gap_ev=7.87 spin_multiplicity=1 total_charge=0
C 1.053252 -1.475752 -0.135149 -1.3 1.3 -0.4 -0.16
C -1.247322 -0.019528 0.153110 -2.4 2.0 -2.4 -0.61
C 0.761290 1.274410 0.047413 1.9 0.6 1.1 -0.50
C 1.140861 -0.113324 0.136376 -1.7 -0.1 -0.3 0.13
C -0.122224 -0.856735 0.080260 2.9 -0.9 1.6 0.15
C -0.566816 1.456944 -0.103737 -2.3 -1.1 -0.1 -0.05
H -1.779456 0.160158 1.107058 0.5 -0.6 -0.3 0.31
H 1.382219 -2.203550 -0.812895 1.1 -1.2 -0.3 0.23
H -2.029947 -0.376338 -0.651994 1.2 1.0 1.6 0.26
H 1.408142 2.153714 0.179559 0.1 -0.8 -0.4 0.24


Entry 2:
54
Properties=species:S:1:pos:R:3:forces:R:3:lowdin_spin:R:1 method="wB97M-V/def2-TZVPD" lumo_energy_ev="-1.33 / -1.16" s_squared=0.76 gap_ev="6.40 / 6.53" spin_multiplicity=2 total_charge=0
Ru 1.312047 0.104305 0.397933 0.5 -0.3 0.2 0.87
S 1.674035 1.914986 4.315616 -0.1 0.0 -0.3 0.01
S 2.217939 -0.626033 2.558366 -0.3 0.3 -0.3 -0.01
S -0.533701 0.661209 -2.202855 -0.4 0.0 -0.3 0.00
O 0.529560 1.247437 -1.289582 0.1 0.1 0.5 0.00
N 0.040925 -1.603274 0.349344 -0.5 -0.5 0.1 0.04
N 1.634839 -5.753787 -3.202601 0.0 0.0 0.0 0.00
N -0.192486 -5.932224 0.301762 0.2 -0.3 -0.1 0.00
N 1.135918 1.566954 1.813853 0.6 -0.6 -0.1 0.02
N -3.736966 -3.554748 1.637922 -0.3 0.1 0.1 0.00
C 1.666183 0.951722 2.870989 -0.1 0.2 -0.2 0.03
C -3.207124 0.430827 0.793960 0.0 0.0 0.0 0.00
C -3.829409 -1.189790 -0.875994 -0.1 0.0 0.1 0.00
C -1.918839 0.193923 -1.195835 0.1 0.2 0.0 0.00
C -2.127438 0.821844 0.022568 0.0 0.1 -0.1 0.00
C 0.732833 2.855784 2.076431 -0.1 0.2 0.2 0.00
C -0.182482 5.002620 1.625553 0.0 0.0 0.0 0.00
C 1.950203 -2.343623 -2.834968 0.0 -0.2 0.1 0.00
C -0.715040 -4.927795 0.507066 0.0 -0.2 0.2 0.00
C 3.200742 0.299445 -0.465020 -0.7 0.2 0.9 0.00
C 0.014775 5.366385 2.958202 0.0 0.1 0.0 0.00
C 3.060948 -2.198068 -0.279391 0.0 0.3 -0.1 0.00
C 0.578728 4.485389 3.862601 0.0 0.0 0.0 0.00
C 2.705106 -3.428803 -0.793132 -0.1 0.0 -0.2 0.00
C -4.053101 -0.571649 0.345864 -0.1 -0.1 0.0 0.00
C 0.175559 3.749176 1.168856 0.0 0.0 0.1 0.00
C 2.869529 -1.013465 -1.024487 0.4 -0.1 -0.3 0.00
C 2.301463 -1.121635 -2.314233 0.1 0.2 0.4 0.00
C 1.847422 -4.761178 -2.665328 -0.1 -0.5 -0.2 0.00
C -2.654117 -3.618523 1.250342 -0.2 0.0 0.1 0.00
C -1.336324 -3.696400 0.780041 0.3 0.1 -0.2 0.00
C 2.156900 -3.501875 -2.073961 0.1 0.5 0.2 0.00
C -2.752362 -0.810459 -1.656661 0.1 0.0 0.0 0.00
C 0.939859 3.224882 3.414590 -0.1 0.0 -0.2 0.00
C -1.226327 2.142008 -2.945639 0.0 -0.2 0.0 0.00
C -0.590715 -2.558806 0.565342 0.3 0.9 -0.2 0.01
H -2.045116 1.834846 -3.590521 -0.1 0.0 -0.1 0.00
H -0.446599 2.623153 -3.529291 0.1 0.0 0.0 0.00
H -3.382243 0.902257 1.750539 0.0 0.0 0.0 0.00
H 2.843680 -4.330722 -0.214872 0.0 0.0 0.0 0.00
H 0.054127 3.457695 0.135433 0.0 0.0 -0.1 0.00
H 0.734882 4.773607 4.891165 0.0 0.0 0.1 0.00
H 3.509775 -2.138124 0.703611 0.0 0.0 -0.1 0.00
H -1.447305 1.591276 0.367014 0.0 0.0 0.0 0.00
H -2.548496 -1.309111 -2.594018 0.0 0.0 -0.1 0.00
H 2.165462 -0.221731 -2.899505 0.0 0.0 0.0 0.00
H -0.270591 6.354203 3.289220 0.0 0.0 0.0 0.00
H -4.877105 -0.897995 0.963192 0.0 0.0 0.0 0.00
H -1.583635 2.798219 -2.156315 0.0 0.0 0.1 0.00
H -4.477564 -1.989065 -1.202645 0.0 -0.1 0.0 0.00
H 3.241438 1.129887 -1.164173 0.1 -0.1 0.0 0.01
H 3.929928 0.324326 0.341156 0.2 0.0 -0.3 0.00
H -0.620877 5.714262 0.940567 0.0 0.0 0.0 0.00
H 1.531160 -2.423744 -3.828071 0.0 0.0 0.0 0.00


Entry 3:
9
Properties=species:S:1:pos:R:3:forces:R:3:nbo_charge:R:1 method="wB97M-V/def2-TZVPD" lumo_energy_ev=3.85 gap_ev=7.99 smiles="C[P@]([O-])(O)=S" spin_multiplicity=1 total_charge=-1
S -1.935233 1.272572 0.229726 -0.3 0.3 -0.5 -0.83
P -0.860288 -0.362509 0.054939 2.3 -0.7 1.4 1.87
O -1.255642 -1.601727 0.775608 0.0 0.0 -0.4 -1.15
O -0.526162 -0.770987 -1.548402 -0.4 -0.1 1.6 -0.99
C 0.999367 0.234831 0.580967 -0.5 -1.4 -0.5 -0.99
H 1.747105 -0.437226 0.035073 -0.9 1.0 0.6 0.20
H -0.427418 0.083870 -1.939845 0.1 0.9 -0.9 0.47
H 1.340416 0.357955 1.655435 -1.0 -0.5 -1.1 0.21
H 0.917854 1.223217 0.156498 0.6 0.4 -0.3 0.21


ΔE to the lowest compared entry with this formula, charge and spin readings, ordered: 335.53, 63.63, 64.42 kJ/mol